(1)
21
Properties=species:S:1:pos:R:3:forces:R:3:lowdin_charge:R:1 method="wB97M-V/def2-TZVPD" gap_ev=8.8 total_charge=0 homo_energy_ha=-0.3439 e_above_lowest_kj_mol=473.6
C 1.92464 -0.53261 -1.17281 0.2 -0.4 0.9 -0.0352
C 2.68466 0.60782 -0.85486 -1.2 -0.9 -1.0 -0.0935
C 0.56225 -0.45635 -0.82386 2.7 -3.2 -0.8 -0.0870
C 2.08692 1.70633 -0.34468 -2.1 1.4 1.5 -0.0099
C 0.05605 0.57908 -0.17603 -6.0 1.2 0.0 -0.0054
C 0.68957 1.75059 -0.05670 3.5 -0.6 -0.2 -0.2711
C -1.78460 -0.66615 1.23727 -2.9 1.1 1.7 0.0078
C -1.90173 0.46860 0.18184 5.8 -1.0 3.4 -0.4012
N -2.30522 0.12575 -1.09745 -0.6 -0.4 -2.8 -0.3538
O -2.17276 -1.01463 -1.49754 -0.3 -0.1 0.2 0.0945
O -2.67897 1.06705 -1.78693 -0.3 0.0 -0.3 0.0910
O -2.33401 1.63303 0.60758 -1.0 1.0 1.1 0.0918
F 0.17417 2.84257 0.42033 -0.8 1.4 0.7 0.1284
H 2.40912 -1.51945 -1.41609 -0.7 1.4 -0.3 0.1235
H 3.66157 0.82044 -1.14741 1.9 -0.7 -0.2 0.0888
H -0.02106 -1.35396 -0.92430 -0.3 -0.2 -0.3 0.1043
H 2.67835 2.51308 0.04951 0.2 0.6 -0.4 0.1168
H -1.05423 -0.45892 2.08645 -1.4 0.4 -1.0 0.1197
H -2.86558 -1.04484 1.61147 2.4 1.2 -0.5 0.1422
H -1.38902 -1.50518 0.79066 0.8 -1.8 -1.3 0.0226
H -2.59737 2.20998 -0.12242 0.1 -0.2 -0.3 0.1259



(2)
36
Properties=species:S:1:pos:R:3:forces:R:3:lowdin_charge:R:1 method="wB97M-V/def2-TZVPD" gap_ev="8.0 / 6.5" total_charge=+1 homo_energy_ha="-0.5055 / -0.5062" e_above_lowest_kj_mol=0.0 spin_multiplicity=2
Ir 0.06260 0.23002 0.84354 -1.4 -0.5 -1.2 1.6494
C 2.20862 -4.47611 0.70399 0.0 0.0 0.0 0.0251
O 1.04320 -3.66968 0.38983 0.0 0.2 0.0 0.0740
C 1.09214 -2.38417 0.49454 -0.1 0.1 -0.1 -0.5196
O 0.12869 -1.68580 0.09972 0.2 -0.8 0.1 -0.0212
N 2.18903 -1.75081 0.98078 -0.3 -0.1 0.0 0.0963
N 2.08264 -0.34421 0.91279 0.5 0.4 0.0 -0.0337
H 1.93298 -5.48437 0.42164 0.0 0.0 0.0 0.1133
H 2.40638 -4.43667 1.77482 0.0 0.0 0.0 0.1077
H 3.06127 -4.14237 0.11560 0.0 0.0 0.0 0.1104
H 2.89080 -2.16908 1.57034 0.1 0.0 -0.1 0.1706
H 2.46890 -0.02510 0.02116 0.2 0.2 0.1 0.1398
H 2.60303 0.14080 1.64300 0.0 -0.2 0.1 0.1480
O 0.69063 3.81903 -0.37688 -0.4 -0.2 -0.2 -0.1805
S 0.89580 2.52968 0.14473 -0.5 0.3 0.4 0.4458
O -0.10725 2.12364 1.32378 0.8 0.4 0.1 -0.4137
O 0.39168 1.32248 -0.77230 0.7 0.1 0.4 -0.3934
O 2.19715 2.17331 0.64394 0.6 0.1 -0.2 -0.3104
O -5.84889 2.88682 4.57300 -0.1 -0.2 0.0 0.1277
N -4.90316 2.20378 4.88586 0.4 0.6 0.0 -0.3422
O -4.49403 2.00511 6.00691 -0.1 -0.2 0.0 0.1158
C -4.09639 1.64649 3.77694 -0.2 -0.1 0.0 -0.0826
C -2.99582 0.89861 4.08181 0.1 -0.1 -0.1 0.1179
C -2.22205 0.40498 3.03073 -0.1 -0.1 -0.1 -0.0412
C -2.55431 0.64479 1.67657 0.1 0.0 -0.1 -0.1981
O -1.82405 0.25846 0.64187 -0.3 -0.2 0.4 -0.1368
C -3.73960 1.36313 1.44491 0.3 0.1 0.1 -0.0205
C -4.48583 1.89189 2.46742 0.0 0.0 0.0 0.1369
N -4.20434 1.59849 0.06395 -0.7 -0.4 0.1 -0.3309
O -4.83975 2.61182 -0.11632 0.3 0.1 -0.1 0.1314
O -4.03292 0.69391 -0.72037 0.2 0.2 -0.1 0.1408
N -1.12661 -0.45471 3.41968 0.2 0.6 0.3 -0.2337
O -1.06059 -0.86878 4.53068 -0.1 -0.2 -0.1 0.2075
O -0.19065 -0.75372 2.60015 -0.3 -0.2 0.3 -0.1009
H -2.73270 0.70456 5.11138 0.0 0.0 0.0 0.1481
H -5.35901 2.49183 2.24783 0.0 0.0 0.0 0.1531